{"formula": "C5H5N", "method": "ωB97M-V with the def2-TZVPD basis set", "homo_ev": -10.560, "e_tot_ha": -248.11672, "e_above_lowest_kj_mol": 415.7, "homo_lumo_gap_ev": 9.798, "elements": ["N", "C", "C", "C", "C", "C", "H", "H", "H", "H", "H"], "positions_angstrom": [[3.013, 0.007, 0.609], [-0.633, 0.526, -0.001], [-1.094, -0.902, 0.292], [1.567, 1.015, -1.511], [2.092, 0.340, -0.029], [0.735, 0.666, -0.585], [-0.719, 1.155, 0.892], [-0.552, -1.349, 1.130], [-0.974, -1.545, -0.584], [-2.158, -0.882, 0.553], [-1.277, 0.969, -0.767]]}

{"formula": "C5H5N", "method": "ωB97M-V with the def2-TZVPD basis set", "homo_ev": -8.517, "e_tot_ha": -248.06287, "smiles": "CC=C=C1C=N1", "e_above_lowest_kj_mol": 557.0, "homo_lumo_gap_ev": 9.250, "elements": ["N", "C", "C", "C", "C", "C", "H", "H", "H", "H", "H"], "positions_angstrom": [[-1.893, -0.741, -0.627], [-0.355, 0.775, 0.199], [1.897, -0.212, 0.239], [0.796, 0.582, -0.319], [-1.570, 0.468, 0.292], [-2.726, -0.249, 0.221], [2.757, 0.526, 0.147], [1.056, 1.070, -1.260], [1.648, -0.788, 1.202], [-3.676, -0.492, 0.484], [2.065, -0.941, -0.578]]}

{"formula": "C5H5N", "method": "ωB97M-V with the def2-TZVPD basis set", "homo_ev": [-8.299, -8.299], "e_tot_ha": -248.10935, "smiles": "N=C=C=C1CC1", "e_above_lowest_kj_mol": 435.0, "homo_lumo_gap_ev": [8.442, 8.442], "elements": ["N", "C", "C", "C", "C", "C", "H", "H", "H", "H", "H"], "positions_angstrom": [[2.591, 0.391, -2.286], [-1.048, 0.644, 1.253], [-1.268, -0.839, 0.910], [0.738, 0.506, -0.692], [-0.309, 0.090, 0.092], [1.626, 0.219, -1.566], [-2.214, -1.253, 0.584], [-0.610, -1.559, 1.353], [-0.501, 0.949, 2.182], [3.005, -0.270, -2.971], [-2.011, 1.121, 1.143]]}

{"formula": "C5H5N2", "method": "ωB97M-V with the def2-TZVPD basis set", "homo_ev": -14.374, "e_tot_ha": -302.48791, "smiles": "C=CC=C=C=[N+]=N", "e_above_lowest_kj_mol": 514.4, "charge": 1, "homo_lumo_gap_ev": 7.260, "elements": ["N", "N", "C", "C", "C", "C", "C", "H", "H", "H", "H", "H"], "positions_angstrom": [[1.712, -0.018, -0.105], [2.393, -0.948, 0.076], [0.108, 1.740, 0.011], [-1.203, 1.512, 0.074], [-0.439, -0.898, 0.310], [1.233, 1.064, 0.015], [-1.339, -0.002, -0.089], [-2.250, -0.141, -0.687], [2.128, -1.678, -0.608], [-2.163, 2.069, 0.023], [-0.380, -1.849, -0.197], [0.199, -0.850, 1.177]]}

{"formula": "C5H5N2O2", "method": "ωB97M-V with the def2-TZVPD basis set", "homo_ev": -14.499, "e_tot_ha": -453.12593, "smiles": "N#[N+][C@H]1C=CCOC1=O", "e_above_lowest_kj_mol": 136.1, "charge": 1, "homo_lumo_gap_ev": 8.638, "elements": ["O", "O", "N", "N", "C", "C", "C", "C", "C", "H", "H", "H", "H", "H"], "positions_angstrom": [[-1.946, 1.807, 0.281], [0.250, 1.675, -0.200], [-2.880, -1.624, -0.383], [-2.104, -0.980, 0.111], [1.307, -0.521, -0.414], [-0.912, 1.244, 0.120], [1.434, 0.979, -0.171], [-0.933, -0.503, 0.542], [0.216, -1.213, -0.113], [2.036, 0.999, 0.821], [-0.933, -0.138, 1.487], [0.056, -2.233, -0.549], [2.281, -0.986, -0.649], [2.127, 1.494, -0.882]]}

{"formula": "C5H5N2O2S", "method": "ωB97M-V with the def2-TZVPD basis set", "homo_ev": -1.974, "e_tot_ha": -851.69883, "e_above_lowest_kj_mol": 237.4, "charge": -1, "homo_lumo_gap_ev": 4.960, "elements": ["S", "O", "O", "N", "N", "C", "C", "C", "C", "C", "H", "H", "H", "H", "H"], "positions_angstrom": [[1.043, 1.154, 0.201], [4.605, 2.375, 1.242], [3.420, 0.860, 2.444], [-0.947, -0.622, -0.097], [-2.050, -2.089, -1.366], [-1.259, -1.894, -0.332], [-0.266, 0.143, 0.880], [3.931, 1.673, 1.848], [-2.205, -0.857, -1.974], [-1.533, 0.049, -1.165], [-1.291, 1.099, -1.172], [0.171, 2.172, 0.336], [0.026, -0.431, 1.701], [-2.720, -0.845, -2.900], [-0.924, -2.789, 0.354]]}